{"formula": "C4H13N2O", "method": "ωB97M-V with the def2-TZVPD basis set", "gap_ha": 0.43428, "total_charge": 1, "e_homo_ev": -14.775, "fmax_ev_per_a": 1.71, "multiplicity": 1, "total_energy_ev": -9380.705, "species": ["O", "N", "N", "C", "C", "C", "C", "H", "H", "H", "H", "H", "H", "H", "H", "H", "H", "H", "H", "H"], "positions_angstrom": [[2.400, -3.345, -1.005], [0.234, -1.808, -1.937], [0.069, -0.098, -0.378], [-1.294, 1.236, 1.172], [0.081, -0.548, -1.594], [-0.265, 1.300, 0.063], [-1.168, 2.387, 2.221], [0.691, 1.792, 0.251], [-1.507, 3.355, 1.853], [0.633, -2.505, -1.308], [-0.120, 2.489, 2.492], [-0.626, 1.771, -0.854], [-1.859, 2.105, 3.011], [0.252, -0.737, 0.386], [0.311, -2.027, -2.917], [-2.281, 1.334, 0.724], [3.147, -2.878, -0.620], [-1.204, 0.319, 1.750], [-0.021, 0.150, -2.417], [2.526, -4.291, -0.893]]}